Density functional theory data (ωB97M-V/def2-TZVPD) for 2 unconnected molecules or ions with the total composition C3H13N2O.

## Properties
Kohn-Sham gap ... 0.4206 hartree
E ... -8343.6514 eV
Multiplicity ... 1
Charge ... +1
Maximum force ... 1.347 eV Å⁻¹
E_HOMO ... -14.35 eV
LUMO ... -2.9 eV
ΔE to the lowest compared entry with this formula, charge and spin ... 31.91 kJ/mol

Element x y z (Å)
C (0.24120, -0.04530, 1.40448)
C (0.62753, 1.10079, 0.48132)
C (1.03985, 0.73905, -0.95230)
N (1.45848, -0.68438, -1.10015)
N (-0.36389, -1.17963, 0.65510)
H (1.11702, -0.40541, 1.94089)
H (-0.45101, 0.25374, 2.18332)
H (1.47034, 1.57846, 0.94492)
H (-0.20046, 1.78713, 0.47797)
H (1.85254, 1.37262, -1.30680)
H (0.20400, 0.90758, -1.63222)
H (2.26262, -0.85087, -0.48903)
H (0.20504, -1.29770, -0.24143)
H (1.91893, -0.80336, -1.99646)
H (-0.43732, -2.10172, 1.08025)
H (-1.30828, -0.93268, 0.33873)
H (-3.61112, 0.49307, -0.00960)
H (-3.17399, -0.00656, -1.34258)
O (-2.85148, 0.07518, -0.43642)



Density functional theory data (ωB97M-V/def2-TZVPD) for 2 unconnected molecules or ions with the total composition C3H13N2O.

## Properties
Kohn-Sham gap ... 0.4156 hartree
E ... -8342.5919 eV
Multiplicity ... 1
Charge ... +1
Maximum force ... 1.868 eV Å⁻¹
E_HOMO ... -14.48 eV
LUMO ... -3.2 eV
ΔE to the lowest compared entry with this formula, charge and spin ... 134.13 kJ/mol

Element x y z (Å)
C (1.01234, 0.06072, -1.47654)
N (-0.11536, 0.96060, -1.69470)
C (0.70886, -0.91613, -0.29227)
N (-0.74832, -1.01326, -0.05143)
C (-1.30517, -0.90404, 1.33414)
H (1.15115, -0.60455, -2.33575)
H (1.94631, 0.58999, -1.27000)
H (-0.27134, 1.16514, -2.67285)
H (-0.00629, 1.84353, -1.21368)
H (1.18608, -1.88158, -0.50347)
H (1.23891, -0.76263, 0.67418)
H (-1.20519, -1.80331, -0.53226)
H (-1.24284, -0.33580, -0.66243)
H (-2.36245, -0.68009, 1.23712)
H (-1.14453, -1.81897, 1.90089)
H (-0.80162, -0.15604, 1.95253)
H (0.63573, 2.32007, 1.14337)
H (0.27213, 2.01278, 2.52386)
O (1.05161, 1.92356, 1.93929)



Density functional theory data (ωB97M-V/def2-TZVPD) for 2 unconnected molecules or ions with the total composition C3H13N2O.

## Properties
Kohn-Sham gap ... 0.3860 hartree
E ... -8343.4839 eV
Multiplicity ... 1
Charge ... +1
Maximum force ... 2.245 eV Å⁻¹
E_HOMO ... -13.52 eV
LUMO ... -3.0 eV
ΔE to the lowest compared entry with this formula, charge and spin ... 48.07 kJ/mol

Element x y z (Å)
C (0.95095, 1.20455, 0.33951)
C (-0.23752, 1.02529, 1.27563)
C (-0.34901, -0.45998, 1.80910)
N (-0.39813, -1.37652, 0.67533)
N (0.68191, 0.80175, -1.10106)
H (1.76498, 0.56528, 0.70268)
H (1.44211, 2.17478, 0.30435)
H (-1.20118, 1.28593, 0.83912)
H (0.03971, 1.58165, 2.17227)
H (0.54677, -0.56441, 2.41506)
H (-1.25893, -0.45425, 2.40509)
H (-1.35893, -1.58523, 0.46281)
H (0.04324, -2.24932, 0.89858)
H (1.58363, 0.79844, -1.56556)
H (0.20242, -0.12645, -1.18090)
H (0.01428, 1.44359, -1.49921)
H (-1.50816, -1.62428, -2.67286)
H (-0.24445, -1.35805, -3.54166)
O (-0.71368, -1.08280, -2.73830)



Density functional theory data (ωB97M-V/def2-TZVPD) for 2 unconnected molecules or ions with the total composition C3H13N2O.

## Properties
Kohn-Sham gap (alpha / beta) ... 0.4651 / 0.2781 hartree
E ... -8330.5321 eV
Multiplicity ... 2
Charge ... +2
Maximum force ... 2.327 eV Å⁻¹
E_HOMO (alpha / beta) ... -19.88 / -19.88 eV
⟨S²⟩ ... 0.75
LUMO (alpha / beta) ... -7.2 / -12.3 eV
ΔE to the lowest compared entry with this formula, charge and spin ... 35.87 kJ/mol

Element x y z (Å)
N (-0.02174, -1.56798, 0.07570)
C (-1.22730, -0.67430, 0.24639)
C (-0.78124, 0.73142, 0.79807)
N (0.50675, 1.20713, 0.31755)
C (1.42671, 1.79888, 1.23025)
H (0.85158, -1.12280, 0.27975)
H (0.09815, -1.91396, -0.89376)
H (-0.08185, -2.40273, 0.66449)
H (-1.82823, -1.09832, 1.03525)
H (-1.77216, -0.67425, -0.68931)
H (-0.73467, 0.59260, 1.87396)
H (-1.55515, 1.45924, 0.53894)
H (0.41821, 1.68461, -0.58497)
H (1.17583, 1.61616, 2.26274)
H (2.44010, 1.43896, 0.96384)
H (1.53549, 2.87217, 0.99810)
H (-0.85840, -1.26646, -3.34367)
H (0.61198, -1.42020, -3.13502)
O (-0.20405, -1.26015, -2.63828)



Density functional theory data (ωB97M-V/def2-TZVPD) for 3 unconnected molecules or ions with the total composition C3H13N2O3.

## Properties
Kohn-Sham gap ... 0.3942 hartree
E ... -12437.8836 eV
Multiplicity ... 1
Charge ... +1
Maximum force ... 4.134 eV Å⁻¹
E_HOMO ... -13.85 eV
LUMO ... -3.1 eV
ΔE to the lowest compared entry with this formula, charge and spin ... 172.55 kJ/mol

Element x y z (Å)
N (1.26291, -1.66552, -0.20450)
C (0.56943, -0.83888, -1.22774)
C (-0.91844, -0.82750, -0.93724)
N (-1.70630, 0.25809, -1.06029)
C (-1.19922, 1.42736, -1.73501)
O (-1.32132, -1.92005, -0.72513)
H (2.19715, -2.03111, -0.51470)
H (0.60223, -2.52642, 0.05273)
H (1.34643, -1.13504, 0.64640)
H (1.13928, 0.15293, -1.17844)
H (0.57629, -1.25003, -2.21593)
H (-2.73214, 0.26357, -0.98724)
H (-0.93283, 2.23786, -1.07546)
H (-1.89005, 1.81070, -2.55677)
H (-0.34027, 1.07066, -2.31308)
H (1.22829, 1.13680, 2.16974)
H (2.41817, 0.52191, 2.74950)
O (2.05860, 0.70347, 1.83485)
H (-0.60075, 0.88890, 3.79155)
H (-1.21049, 1.12876, 2.59165)
O (-0.54697, 0.59354, 2.89511)



Density functional theory data (ωB97M-V/def2-TZVPD) for a molecular structure, C3H13N2OP.

## Properties
Kohn-Sham gap ... 0.3957 hartree
E ... -17620.3991 eV
Multiplicity ... 1
Charge ... +2
Maximum force ... 4.405 eV Å⁻¹
E_HOMO ... -18.48 eV
LUMO ... -7.7 eV
ΔE to the lowest compared entry with this formula, charge and spin ... 71.02 kJ/mol

Element x y z (Å)
C (-1.17051, 0.25152, 1.78440)
C (-0.59261, 1.43147, -0.82868)
C (-0.11714, -1.97275, -0.69119)
N (0.49178, 2.39734, -0.86096)
N (1.16998, -2.45622, -0.08427)
O (1.43566, 0.35522, 0.74442)
P (-0.01021, 0.17390, 0.39751)
H (-0.58766, -0.49506, 2.53276)
H (-1.13094, 1.20463, 2.23373)
H (-2.15956, -0.06732, 1.54604)
H (-1.53048, 1.88999, -0.47889)
H (-0.70592, 0.94493, -1.76892)
H (-0.06013, -1.78720, -1.75565)
H (-0.96007, -2.58854, -0.37207)
H (0.90780, 2.77042, -1.74255)
H (-0.02958, 3.24311, -0.54599)
H (1.15245, 2.02668, -0.22711)
H (0.93620, -2.78668, 0.86009)
H (1.50074, -3.28119, -0.61547)
H (1.90989, -1.60453, -0.01978)



Density functional theory data (ωB97M-V/def2-TZVPD) for a molecular structure, C3H13N2OW.

## Properties
Kohn-Sham gap (alpha / beta) ... 0.2857 / 0.3077 hartree
E ... -10165.3677 eV
Multiplicity ... 3
Charge ... +1
Maximum force ... 3.639 eV Å⁻¹
E_HOMO (alpha / beta) ... -12.10 / -12.48 eV
⟨S²⟩ ... 2.02
LUMO (alpha / beta) ... -4.3 / -4.1 eV

Element x y z (Å)
C (-0.07306, -1.30387, -2.32184)
W (-0.54469, -0.35708, -0.49349)
N (0.12592, 0.53651, 1.46700)
N (-0.04465, 1.41994, -1.58902)
H (1.15052, 0.51998, 1.59115)
H (-1.93787, -0.28777, 0.57732)
H (0.02851, -2.37354, -2.10234)
H (0.75733, -0.95500, -2.93845)
H (-1.03810, -1.10372, -2.83507)
H (0.80439, 1.86015, -1.22837)
H (-0.76840, 2.13593, -1.57297)
H (0.14487, 1.26717, -2.58239)
H (-0.14298, 1.50534, 1.65125)
H (-0.24819, 0.02756, 2.27361)
C (1.52343, -2.37620, 0.81779)
C (1.47945, -1.12904, -0.03293)
O (2.49336, -0.51894, -0.44999)
H (0.58429, -2.50704, 1.39136)
H (2.36165, -2.28139, 1.54091)
H (1.68938, -3.27951, 0.18911)



Density functional theory data (ωB97M-V/def2-TZVPD) for 2 unconnected molecules or ions with the total composition C3H13N2Si.

## Properties
Kohn-Sham gap ... 0.4025 hartree
E ... -14173.7898 eV
Multiplicity ... 1
Charge ... +1
Maximum force ... 1.175 eV Å⁻¹
E_HOMO ... -14.91 eV
LUMO ... -4.0 eV
ΔE to the lowest compared entry with this formula, charge and spin ... 0.00 kJ/mol

Element x y z (Å)
C (-0.82287, -1.85091, 1.20852)
C (-0.83606, 1.05327, 2.51689)
C (-0.25883, 0.34537, -0.53402)
N (1.76430, 0.18518, -3.09300)
N (0.89857, 0.84489, -0.68468)
Si (-1.32784, -0.02227, 1.04485)
H (0.23030, -1.96790, 1.45025)
H (-1.39067, -2.31982, 2.00600)
H (-1.02048, -2.41281, 0.29998)
H (-1.52068, 0.86789, 3.34028)
H (0.16438, 0.83868, 2.88563)
H (-0.89523, 2.11475, 2.29365)
H (-0.66143, -0.10318, -1.44092)
H (2.76544, 0.28939, -3.22734)
H (1.30896, 0.73999, -3.81014)
H (1.36874, 1.29878, 0.09264)
H (1.38923, 0.71104, -1.65172)
H (1.53730, -0.78811, -3.26130)
H (-2.69314, 0.17578, 0.56443)



Density functional theory data (ωB97M-V/def2-TZVPD) for 2 unconnected molecules or ions with the total composition C3H13N3.

## Properties
Kohn-Sham gap ... 0.3611 hartree
E ... -7791.2714 eV
Structure (SMILES) ... CNC.NCN
Multiplicity ... 1
Maximum force ... 1.355 eV Å⁻¹
E_HOMO ... -8.82 eV
LUMO ... 1.0 eV
ΔE to the lowest compared entry with this formula, charge and spin ... 72.64 kJ/mol

Element x y z (Å)
C (-1.43108, 1.86889, -0.72884)
N (-1.68966, 0.43586, -0.84044)
C (-2.81736, 0.01200, -0.00450)
H (-0.95632, 2.17216, 0.20522)
H (-2.34086, 2.45414, -0.88593)
H (-0.77090, 2.18233, -1.55152)
H (-0.87674, 0.01346, -0.40167)
H (-3.75044, 0.26201, -0.51900)
H (-2.81822, -1.07332, 0.01571)
H (-2.84923, 0.50171, 0.97858)
N (1.45002, 0.01911, 0.30199)
C (1.97088, -1.32037, 0.25442)
N (3.35143, -1.36674, 0.73191)
H (1.18145, 0.39868, -0.59236)
H (1.97558, 0.73594, 0.78234)
H (1.95972, -1.66180, -0.78643)
H (1.31611, -1.98793, 0.80792)
H (3.34852, -1.37591, 1.74628)
H (3.74711, -2.27022, 0.48634)



Density functional theory data (ωB97M-V/def2-TZVPD) for 2 unconnected molecules or ions with the total composition C3H13N3S.

## Properties
Kohn-Sham gap ... 0.3619 hartree
E ... -18627.0490 eV
Structure (SMILES) ... NCCS.NCN
Multiplicity ... 1
Maximum force ... 0.831 eV Å⁻¹
E_HOMO ... -8.98 eV
LUMO ... 0.9 eV
ΔE to the lowest compared entry with this formula, charge and spin ... 16.26 kJ/mol

Element x y z (Å)
N (-1.06255, -0.08138, -2.80882)
C (-1.44526, -0.14730, -1.38785)
C (-0.85001, -1.39402, -0.76920)
S (-1.59999, -1.75683, 0.87872)
H (-1.65393, 0.60280, -3.26637)
H (-0.11533, 0.25008, -2.92063)
H (-2.53175, -0.19114, -1.32591)
H (-1.12125, 0.74350, -0.83889)
H (-1.01078, -2.26936, -1.38814)
H (0.22004, -1.28685, -0.58896)
H (-1.60599, -3.09705, 0.72984)
N (1.62297, 1.41583, 0.34568)
C (0.81425, 1.09526, 1.52714)
N (1.43575, 0.42712, 2.66087)
H (2.42248, 1.97984, 0.61826)
H (2.01747, 0.54244, 0.00331)
H (0.41846, 2.04421, 1.89423)
H (-0.03528, 0.49706, 1.20983)
H (1.93529, -0.40306, 2.36378)
H (2.14540, 1.02883, 3.06312)